# 1
2 unconnected molecules or ions with the total composition C4H12, computed with ωB97M-V with the def2-TZVPD basis set.

The geometry in XYZ format:
```
16
Properties=species:S:1:pos:R:3:lowdin_charge:R:1
C -1.925 0.871 -0.738 -0.16
H -0.923 -0.394 -2.234 0.06
C 2.052 -1.093 1.756 -0.18
H 1.198 0.009 0.110 0.06
H 2.125 -2.091 1.309 0.06
C 0.883 -0.406 1.102 -0.20
H -1.363 1.322 0.050 0.03
H -0.018 1.088 -1.783 0.06
H -2.851 1.392 -1.065 0.07
C -1.014 0.650 -1.981 -0.17
H 0.072 -1.081 0.777 0.07
H -1.450 1.195 -2.776 0.04
H 2.979 -0.526 1.621 0.07
H -2.193 -0.164 -0.415 0.07
H 1.806 -1.347 2.814 0.07
H 0.622 0.575 1.452 0.05
```

Summary:
Charge   0
SMILES   CC.CC

# 2
2 unconnected molecules or ions with the total composition C4H12, computed with ωB97M-V with the def2-TZVPD basis set.

The geometry in XYZ format:
```
16
Properties=species:S:1:pos:R:3:lowdin_charge:R:1
H 1.448 -0.196 -2.786 0.05
C 0.795 0.619 -2.591 -0.15
H 0.792 1.236 -3.434 0.03
H -0.576 0.345 2.807 0.08
H -1.305 -2.104 0.973 0.04
C -0.349 -0.420 2.033 -0.15
H -0.314 0.440 -2.428 0.08
H 2.062 1.636 -1.296 0.01
H -2.423 -0.969 1.653 0.07
H -1.524 -2.155 2.751 0.06
C -1.456 -1.521 1.853 -0.16
H 1.018 0.521 -0.402 0.06
H 0.503 2.204 -1.177 0.07
H 0.522 -1.025 2.137 0.05
C 1.106 1.303 -1.194 -0.14
H -0.299 0.085 1.101 0.01
```

Summary:
Charge   0
SMILES   CC.CC

# 3
2 unconnected molecules or ions with the total composition C4H12, computed with ωB97M-V with the def2-TZVPD basis set.

The geometry in XYZ format:
```
16
Properties=species:S:1:pos:R:3:lowdin_charge:R:1
H -2.299 0.635 1.970 0.06
H -2.277 -1.075 -0.394 0.06
H -0.988 1.194 0.749 0.05
H -0.899 -0.292 1.287 0.05
C 2.754 -0.147 -0.140 -0.18
C -1.695 0.440 1.099 -0.16
C -2.532 -0.055 -0.108 -0.16
H 3.442 0.600 -0.530 0.06
C 1.396 -0.187 -0.805 -0.18
H 2.673 0.094 0.929 0.06
H 1.568 -0.403 -1.868 0.07
H 0.739 -0.946 -0.393 0.06
H -2.426 0.604 -0.964 0.06
H 3.250 -1.114 -0.121 0.06
H -3.582 -0.116 0.173 0.05
H 0.876 0.768 -0.883 0.06
```

Summary:
Charge   0
SMILES   CC.CC

# 4
2 unconnected molecules or ions with the total composition C4H12, computed with ωB97M-V with the def2-TZVPD basis set.

The geometry in XYZ format:
```
16
Properties=species:S:1:pos:R:3:lowdin_charge:R:1
H -1.313 0.001 -0.448 0.05
H 1.256 2.144 -1.292 0.08
H 0.756 1.238 0.267 0.00
H -1.873 -1.373 2.164 0.06
H 2.593 -0.402 -0.577 0.00
C 1.509 1.492 -0.394 -0.15
H 2.412 1.925 0.218 0.10
C -1.476 -1.392 1.160 -0.19
H -1.841 0.668 0.977 0.07
C -2.020 -0.245 0.383 -0.19
H 1.003 -0.344 -1.546 0.09
C 1.942 0.154 -1.088 -0.17
H -0.404 -1.451 1.248 0.05
H 2.472 0.317 -2.050 0.06
H -3.017 -0.396 -0.062 0.07
H -1.782 -2.377 0.734 0.08
```

Summary:
Charge   0
SMILES   CC.CC

# 5
2 unconnected molecules or ions with the total composition C4H12, computed with ωB97M-V with the def2-TZVPD basis set.

The geometry in XYZ format:
```
16
Properties=species:S:1:pos:R:3:lowdin_charge:R:1
C -0.764 -1.131 1.971 -0.17
H -0.319 -1.559 -0.075 0.06
C 0.586 1.627 -0.732 -0.17
H 1.115 -1.644 0.941 0.06
H -1.755 -1.555 2.080 0.06
C 0.050 -1.853 0.912 -0.18
H 0.610 2.069 -2.868 0.06
H -0.873 -0.080 1.709 0.05
H 0.478 0.295 -2.448 0.06
H 1.189 0.879 -0.231 0.05
H -0.050 -2.938 0.987 0.06
H 1.079 2.589 -0.657 0.05
C 0.196 1.316 -2.195 -0.16
H -0.349 -1.122 2.990 0.07
H -0.310 1.750 -0.104 0.06
H -0.885 1.359 -2.279 0.05
```

Summary:
Charge   0
SMILES   CC.CC

# 6
2 unconnected molecules or ions with the total composition C4H12, computed with ωB97M-V with the def2-TZVPD basis set.

The geometry in XYZ format:
```
16
Properties=species:S:1:pos:R:3:lowdin_charge:R:1
H -1.759 0.730 -1.326 0.06
C -1.740 1.471 -0.519 -0.17
H -1.709 1.467 1.671 0.06
C 1.938 -0.447 -0.268 -0.19
H -2.212 -0.069 0.988 0.06
H -2.730 1.922 -0.568 0.06
H 0.557 -1.767 0.696 0.05
C -1.549 0.779 0.837 -0.17
C 1.357 -1.831 -0.043 -0.17
H -0.536 0.371 0.889 0.03
H 2.259 0.118 0.618 0.07
H 2.850 -0.426 -0.865 0.06
H -0.964 2.213 -0.675 0.06
H 1.206 0.194 -0.772 0.05
H 0.916 -2.193 -0.968 0.06
H 2.118 -2.530 0.305 0.06
```

Summary:
Charge   0
SMILES   CC.CC

# 7
2 unconnected molecules or ions with the total composition C4H12, computed with ωB97M-V with the def2-TZVPD basis set.

The geometry in XYZ format:
```
16
Properties=species:S:1:pos:R:3:lowdin_charge:R:1
H 0.034 -0.442 0.616 0.01
C -1.379 0.660 1.825 -0.13
C -0.010 -0.127 1.685 -0.15
H 0.813 -1.696 -2.315 0.08
H -2.323 0.158 1.764 0.04
H -0.252 -1.240 -1.159 0.02
H 0.200 1.143 -1.283 0.07
H 1.667 0.882 -2.358 0.04
C 0.740 0.483 -2.019 -0.16
H 0.170 0.572 -3.004 0.08
H 0.223 -1.005 2.279 0.05
C 0.696 -0.958 -1.474 -0.20
H -1.427 1.066 2.911 0.09
H 0.832 0.391 2.094 0.05
H 1.403 -1.268 -0.644 0.08
H -1.386 1.381 1.082 0.02
```

Summary:
Charge   0
SMILES   CC.CC

# 8
2 unconnected molecules or ions with the total composition C4H12, computed with ωB97M-V with the def2-TZVPD basis set.

The geometry in XYZ format:
```
16
Properties=species:S:1:pos:R:3:lowdin_charge:R:1
H 0.480 -3.281 -0.544 0.06
H -1.608 2.857 1.366 0.05
H 0.515 -1.367 -2.466 0.06
C 0.974 -2.310 -0.510 -0.16
H 1.995 -2.395 -0.858 0.06
H -0.380 1.273 2.359 0.06
H 0.686 0.926 0.909 0.05
H -0.120 3.087 0.510 0.05
H 0.579 -0.280 -0.987 0.04
H -0.932 0.249 1.007 0.05
C -0.949 2.411 0.603 -0.15
H -0.775 -1.104 -1.316 0.06
C -0.321 1.121 1.278 -0.16
C 0.308 -1.255 -1.407 -0.17
H -1.709 2.188 -0.134 0.05
H 1.054 -2.025 0.539 0.06
```

Summary:
Charge   0
SMILES   CC.CC

# 9
2 unconnected molecules or ions with the total composition C4H12, computed with ωB97M-V with the def2-TZVPD basis set.

The geometry in XYZ format:
```
16
Properties=species:S:1:pos:R:3:lowdin_charge:R:1
H -0.111 -2.649 -1.296 0.05
H -0.600 -3.793 -0.321 0.07
H 0.125 3.479 1.060 0.06
H 1.334 2.196 0.101 0.10
H 0.885 -3.253 1.421 0.03
C 0.431 2.991 0.140 -0.18
C -0.668 2.241 -0.566 -0.20
C 0.621 -2.467 0.776 -0.19
H 1.020 3.586 -0.647 0.08
H -1.140 1.430 0.031 0.08
H -1.431 -2.224 -0.148 0.07
H 1.612 -2.314 0.204 0.10
H 0.285 -1.607 1.396 0.07
H -0.304 1.855 -1.465 0.04
C -0.426 -2.689 -0.256 -0.21
H -1.426 2.836 -0.899 0.02
```

Summary:
Charge   0
SMILES   CC.CC

# 10
2 unconnected molecules or ions with the total composition C4H12, computed with ωB97M-V with the def2-TZVPD basis set.

The geometry in XYZ format:
```
16
Properties=species:S:1:pos:R:3:lowdin_charge:R:1
C -0.363 -1.213 1.739 -0.18
H 0.445 -2.311 -0.016 0.07
H 0.130 0.309 -2.033 0.05
H 0.388 0.844 0.367 0.01
H -0.569 2.157 -0.036 0.07
H -0.122 -1.962 2.497 0.06
C -0.453 -1.813 0.350 -0.16
H -0.080 2.035 -2.439 0.06
C 0.344 1.648 -0.364 -0.18
H 1.123 2.304 0.042 0.07
H -1.279 -2.524 0.375 0.06
H 1.521 1.432 -2.135 0.06
H -1.269 -0.701 2.063 0.07
H 0.417 -0.454 1.831 0.04
C 0.479 1.320 -1.835 -0.15
H -0.711 -1.070 -0.407 0.04
```

Summary:
Charge   0
SMILES   CC.CC

# 11
2 unconnected molecules or ions with the total composition C4H12, computed with ωB97M-V with the def2-TZVPD basis set.

The geometry in XYZ format:
```
16
Properties=species:S:1:pos:R:3:lowdin_charge:R:1
H 1.746 2.166 -0.377 0.07
H 3.301 1.450 -1.189 0.14
H 0.799 0.745 -2.124 0.07
H -0.639 -0.890 0.132 0.04
H -1.191 -2.115 1.550 0.09
H -0.546 -0.486 1.717 0.03
C -1.189 -1.057 1.099 -0.16
H 2.610 0.817 0.326 0.04
H -2.701 0.265 0.093 0.07
H 0.950 -0.413 -0.845 0.01
H -3.395 -1.203 0.930 0.04
C 1.459 0.286 -1.423 -0.22
C -2.644 -0.433 0.960 -0.15
C 2.205 1.180 -0.594 -0.21
H -2.791 0.039 1.921 0.04
H 2.026 -0.352 -2.174 0.10
```

Summary:
Charge   0
SMILES   CC.CC

# 12
2 unconnected molecules or ions with the total composition C4H12, computed with ωB97M-V with the def2-TZVPD basis set.

The geometry in XYZ format:
```
16
Properties=species:S:1:pos:R:3:lowdin_charge:R:1
H 0.084 1.724 2.549 0.06
C 0.263 -1.498 -1.711 -0.17
C -0.719 1.714 0.539 -0.17
H -0.483 2.121 -0.440 0.06
H 0.037 -0.430 -1.700 0.05
H -0.122 -3.202 -0.457 0.06
H -0.394 -1.966 -2.453 0.07
H 0.888 2.865 1.488 0.06
C 0.420 1.888 1.526 -0.17
H -0.916 -1.790 0.085 0.05
H -0.909 0.638 0.434 0.04
H -1.656 2.185 0.833 0.06
H 0.827 -1.941 0.368 0.06
H 1.180 1.130 1.328 0.06
H 1.298 -1.626 -2.020 0.06
C 0.027 -2.126 -0.350 -0.18
```

Summary:
Charge   0
SMILES   CC.CC

# 13
2 unconnected molecules or ions with the total composition C4H12, computed with ωB97M-V with the def2-TZVPD basis set.

The geometry in XYZ format:
```
16
Properties=species:S:1:pos:R:3:lowdin_charge:R:1
H 0.622 0.428 -1.019 0.06
C -0.300 0.608 -1.589 -0.20
H 0.425 -1.756 3.407 0.07
H -0.282 0.646 2.671 0.06
C 0.027 0.869 -3.088 -0.16
C -0.377 -0.283 2.098 -0.18
H -1.374 -0.617 2.383 0.06
H 1.665 -0.644 2.759 0.06
H 1.020 -1.906 1.714 0.06
H -0.524 -0.023 1.030 0.04
H 0.820 0.200 -3.390 0.05
H -0.952 -0.279 -1.525 0.06
C 0.766 -1.195 2.503 -0.17
H -0.931 0.591 -3.590 0.07
H 0.286 1.921 -3.146 0.06
H -0.889 1.440 -1.218 0.06
```

Summary:
Charge   0
SMILES   CC.CC

# 14
2 unconnected molecules or ions with the total composition C4H12, computed with ωB97M-V with the def2-TZVPD basis set.

The geometry in XYZ format:
```
16
Properties=species:S:1:pos:R:3:lowdin_charge:R:1
H -2.084 -0.093 -0.891 0.06
H 2.210 -0.508 1.506 0.06
H 1.474 -2.327 -0.837 0.05
C -1.837 2.066 -0.423 -0.17
H -1.536 0.308 0.863 0.05
H -2.320 2.268 -1.382 0.06
C 2.128 -2.044 -0.038 -0.17
H -0.791 2.329 -0.591 0.06
C 1.845 -0.644 0.491 -0.16
H 0.769 -0.485 0.509 0.04
C -2.045 0.597 -0.058 -0.18
H 2.240 0.108 -0.190 0.06
H -2.244 2.749 0.303 0.06
H 3.167 -2.120 -0.374 0.06
H -3.060 0.597 0.370 0.06
H 2.084 -2.802 0.743 0.06
```

Summary:
Charge   0
SMILES   CC.CC

# 15
2 unconnected molecules or ions with the total composition C4H12, computed with ωB97M-V with the def2-TZVPD basis set.

The geometry in XYZ format:
```
16
Properties=species:S:1:pos:R:3:lowdin_charge:R:1
H 0.202 1.597 1.375 0.06
H 0.829 3.095 0.632 0.06
C 0.304 2.159 0.445 -0.18
C 0.083 -1.632 0.016 -0.19
H -0.285 -0.898 -0.696 0.05
H -1.315 2.738 -1.057 0.06
C 0.742 -2.874 -0.549 -0.17
H -1.675 1.424 0.014 0.05
H 1.413 -2.651 -1.378 0.06
H -0.723 -1.855 0.727 0.07
C -1.132 2.364 -0.050 -0.17
H 0.759 -1.151 0.735 0.06
H 0.057 -3.653 -0.887 0.06
H 0.974 1.570 -0.181 0.05
H 1.346 -3.335 0.237 0.06
H -1.580 3.103 0.615 0.06
```

Summary:
Charge   0
SMILES   CC.CC

The records above give, respectively, LUMO energy values of 1.129; 1.071; 1.142; 1.144; 1.174; 1.171; 1.148; 1.150; 1.063; 1.192; 1.123; 1.174; 1.077; 1.147; 1.156 eV.
The records above give, respectively, Kohn-Sham gap values of 12.28; 12.41; 12.58; 12.53; 12.86; 12.94; 12.38; 12.64; 11.97; 12.72; 11.95; 12.94; 12.60; 12.55; 12.74 eV.
The records above give, respectively, relative energy (zero: lowest compared OMol25 entry of this formula, charge and spin) values of 67.45; 93.27; 42.97; 98.79; 19.37; 8.70; 113.94; 63.80; 144.49; 27.09; 130.62; 7.26; 38.82; 33.06; 23.27 kJ/mol.